Record 1
Below is a structure of composition C54H50AsBrCl5N3O2SSr, with properties calculated with ωB97M-V/def2-TZVPD.

The geometry in XYZ format:
```
118
Properties=species:S:1:pos:R:3
Sr 1.08777 -0.07811 0.79941
C -1.72378 -3.89447 7.20560
C -0.80555 -3.31883 6.12690
C -1.04747 -4.10007 4.82703
C 0.64989 -3.53061 6.56990
C -1.04810 -1.82569 5.89142
C -1.98209 -1.08471 6.61957
C -2.13843 0.28422 6.38481
C -1.37033 0.90450 5.42212
S -1.33066 2.58394 4.93802
C -0.03523 2.19056 3.73812
N 0.24396 0.86507 3.69158
C -0.44101 0.17550 4.64451
C -0.28987 -1.18603 4.91763
C 0.49705 3.18634 2.95608
C -0.05283 4.52572 2.93560
C 0.03617 5.29767 1.82292
C 0.72354 4.81561 0.63756
C 1.42902 3.65379 0.70261
C 1.48417 2.87792 1.90431
H -1.50010 -4.95498 7.34651
H -2.77496 -3.80516 6.92260
H -1.58133 -3.38921 8.16318
H -0.89391 -5.17075 4.99252
H -0.36347 -3.78678 4.03806
H -2.06853 -3.94689 4.47016
H 0.84652 -4.59342 6.74116
H 0.84788 -2.98467 7.49532
H 1.34818 -3.17725 5.81092
H -2.59736 -1.55420 7.37486
H -2.85908 0.85317 6.96178
H 0.43882 -1.73616 4.33736
H -0.55802 4.90795 3.81922
H -0.37901 6.30075 1.82601
H 0.75315 5.42479 -0.25855
H 2.05515 3.33729 -0.12410
O -4.93740 2.77685 2.18742
C -3.77139 2.18733 1.80432
C -2.75325 2.88769 1.17775
C -1.58727 2.21396 0.86614
N -1.39585 0.91595 1.13486
C -2.40638 0.27352 1.69183
Br -2.11868 -1.57041 2.01051
C -3.61448 0.83062 2.05242
H -4.85226 3.72510 2.04540
H -2.83007 3.94711 0.97013
H -0.77154 2.74194 0.39332
H -4.38732 0.25544 2.53872
C -1.74508 -4.45256 -5.85777
C -1.51143 -3.13857 -5.16170
C -0.93227 -2.06851 -5.81266
C -0.64903 -0.86166 -5.16500
C -0.09001 0.22233 -6.05763
C -0.93847 -0.71905 -3.80244
As -0.46448 0.72086 -2.48767
N 1.05877 0.06020 -1.76381
C 2.14971 -0.38097 -2.47370
C 2.38411 -0.14360 -3.83999
C 3.52221 -0.59615 -4.48893
C 4.49968 -1.30571 -3.80708
C 4.30298 -1.54177 -2.44818
C 3.16802 -1.09721 -1.79982
C -0.18336 2.36429 -3.59081
C -1.32935 2.83136 -4.26979
C -2.62178 2.05391 -4.28678
C -1.29141 4.03772 -4.95816
C -0.15072 4.82927 -4.98082
C -0.12662 6.14716 -5.71018
C 0.94885 4.38898 -4.26551
C 0.95065 3.18584 -3.55890
C 2.19874 2.85854 -2.77486
C -1.60737 -1.78349 -3.15146
C -2.08791 -1.68677 -1.72281
C -1.86616 -2.96556 -3.82939
H -1.65722 -4.34613 -6.93982
H -2.73624 -4.85014 -5.63120
H -1.01345 -5.19647 -5.53388
H -0.67679 -2.16158 -6.86520
H 0.81059 -0.13200 -6.56400
H 0.14934 1.13806 -5.53094
H -0.82345 0.47399 -6.82985
H 1.66121 0.43801 -4.39051
H 3.64448 -0.37944 -5.54600
H 5.38953 -1.66088 -4.31195
H 5.04758 -2.08798 -1.87972
H 3.07027 -1.32583 -0.74293
H -2.54292 1.14858 -4.89085
H -3.42810 2.66669 -4.69255
H -2.90417 1.73513 -3.27993
H -2.18269 4.37035 -5.48325
H -0.96525 6.22849 -6.40295
H 0.79722 6.26741 -6.27891
H -0.19036 6.98409 -5.01025
H 1.84464 5.00370 -4.23214
H 2.55078 3.75499 -2.26010
H 2.99666 2.51851 -3.43844
H 2.03195 2.08090 -2.03324
H -2.75090 -0.83046 -1.58336
H -1.26158 -1.56832 -1.02317
H -2.62263 -2.59467 -1.44261
H -2.35323 -3.77715 -3.29753
Cl 0.57227 -3.63689 -1.03300
C 1.38539 -3.95933 0.48537
C 1.72679 -2.87952 1.28454
C 2.42156 -3.22185 2.43146
Cl 3.00525 -1.91086 3.44879
C 2.70457 -4.52708 2.83031
Cl 3.52671 -4.87170 4.31624
C 2.30372 -5.57417 2.00475
Cl 2.62189 -7.21420 2.46029
C 1.65084 -5.28995 0.80724
Cl 1.18425 -6.59131 -0.23838
C 3.08864 1.65200 3.42773
C 2.52197 1.95142 2.06540
O 2.97524 1.25650 1.07227
H 3.03694 2.52644 4.07996
H 4.12163 1.32275 3.30776
H 2.50458 0.85908 3.90491
```

Properties
frontier orbital gap	4.103	eV
calculated total energy	-270543.95585	eV
strongest force on any atom	0.68	eV/A
charge	-2

Atom charges from the Mulliken analysis, given in e for atoms 1 to 4: 1.500 -2.494 2.537 -1.256

Record 2
Below is a structure of composition C54H50AsBrIN3O3PTi, with properties calculated with ωB97M-V/def2-TZVPD.

The geometry in XYZ format:
```
115
Properties=species:S:1:pos:R:3
Ti 1.23715 -0.39722 -0.01880
C 1.26111 -7.84724 2.40948
O 1.42164 -6.71436 1.55839
C 1.69896 -6.94507 0.24842
C 1.93703 -8.18701 -0.31542
C 2.23425 -8.28168 -1.67039
C 2.31654 -7.14692 -2.45459
C 2.09402 -5.89546 -1.89325
C 1.76839 -5.79456 -0.55219
N 1.57026 -4.57134 0.14194
C 1.43390 -3.33339 -0.35170
N 0.78612 -3.17869 -1.51459
C 0.85125 -2.08938 -2.41919
C 1.16750 -0.78963 -2.04874
C 1.21518 0.17687 -3.06785
C 0.92365 -0.14482 -4.37752
C 0.57897 -1.44956 -4.72741
C 0.54771 -2.42763 -3.75353
O 0.24263 -3.73768 -3.96035
C -0.10543 -4.14205 -5.28496
N 1.88769 -2.26324 0.32330
C 2.91731 -2.46903 1.30227
C 3.96652 -3.36827 1.12283
C 4.92471 -3.52547 2.11060
C 4.84982 -2.76774 3.26961
C 3.84944 -1.81945 3.43180
C 2.89559 -1.66237 2.43656
O 1.91583 -0.69196 2.43412
C 1.88114 0.14351 3.59893
H 0.46062 -8.49053 2.04098
H 0.99780 -7.45198 3.38526
H 2.19241 -8.41133 2.48161
H 1.90119 -9.07920 0.29007
H 2.40949 -9.25519 -2.10499
H 2.56407 -7.22428 -3.50329
H 2.20138 -5.01525 -2.51164
H 1.76316 -4.63665 1.13343
H 0.42783 -4.03072 -1.93123
H 1.48084 1.20259 -2.83600
H 0.95029 0.61693 -5.14445
H 0.35157 -1.68899 -5.75511
H -0.98517 -3.59917 -5.63367
H -0.32663 -5.20297 -5.22556
H 0.73121 -3.97604 -5.96578
H 4.04126 -3.93488 0.20409
H 5.73173 -4.22936 1.96802
H 5.58677 -2.89335 4.05000
H 3.84321 -1.20092 4.31529
H 1.02926 0.80479 3.48042
H 2.79854 0.72893 3.66667
H 1.74628 -0.46919 4.49048
C -2.03547 1.54239 2.27472
C -3.15075 2.13505 1.43492
As -4.84540 2.43423 2.44438
C -5.91923 2.61597 0.83261
C -6.93408 1.68962 0.62386
C -7.66893 1.70658 -0.55568
C -7.38862 2.64897 -1.53090
C -6.38089 3.58367 -1.32481
C -5.64974 3.56774 -0.14926
C -4.57807 4.31997 2.87482
C -5.60165 5.24392 2.69202
C -5.41457 6.57653 3.03044
C -4.20588 7.00253 3.55949
C -3.18922 6.08367 3.77413
C -3.38085 4.75097 3.44091
P -0.47615 1.20857 1.34125
C -1.15339 0.29714 -0.09936
C -1.31529 -1.08669 0.08639
C -1.98601 -1.84561 -0.87153
C -2.45168 -1.23889 -2.02302
C -2.27350 0.13011 -2.22456
C -1.63573 0.89804 -1.27150
C 0.04177 2.79774 0.63593
C 0.97623 2.75290 -0.39466
C 1.49919 3.89498 -0.96888
C 1.10038 5.13195 -0.47129
C 0.20351 5.19981 0.58245
C -0.32726 4.04193 1.13753
H -2.33614 0.58536 2.71154
H -1.74878 2.18097 3.11439
H -3.43878 1.43995 0.64376
H -2.86058 3.07508 0.96309
H -7.16510 0.95532 1.38693
H -8.46562 0.99053 -0.70516
H -7.96053 2.66433 -2.44870
H -6.17564 4.33328 -2.07759
H -4.88277 4.31703 0.01395
H -6.55233 4.93216 2.27614
H -6.22022 7.28363 2.88476
H -4.06123 8.04361 3.81281
H -2.25490 6.40209 4.21845
H -2.59111 4.04168 3.66375
H -1.02692 -1.54834 1.03328
H -2.14765 -2.90239 -0.70552
H -2.97566 -1.82545 -2.76533
H -2.65833 0.59731 -3.12062
H -1.52173 1.96499 -1.41308
H 1.31084 1.78124 -0.77717
H 2.21497 3.82908 -1.77719
H 1.49399 6.04004 -0.90625
H -0.09356 6.16106 0.97792
H -1.03562 4.12677 1.95139
Br 3.49457 3.06588 1.99774
C 4.40598 3.29975 0.36328
C 4.84437 4.57858 0.04522
C 5.57240 4.79400 -1.11367
C 5.87169 3.73931 -1.96203
C 5.43217 2.45983 -1.66063
C 4.69684 2.24993 -0.50008
I 4.15555 0.28509 -0.07080
H 4.62567 5.39712 0.71646
H 5.91673 5.79160 -1.34542
H 6.45189 3.90798 -2.85838
H 5.66088 1.63539 -2.32002
```

Properties
frontier orbital gap (spin up / spin down)	6.452 / 6.688	eV
calculated total energy	-238795.05733	eV
2S+1	2
strongest force on any atom	0.85	eV/A
charge	+2

Atom charges from the Mulliken analysis, given in e for atoms 1 to 4: -0.279 -0.987 -0.386 0.968

Record 3
Below is a structure of composition C54H50BrInN4O7S at a distorted geometry, with properties calculated with ωB97M-V/def2-TZVPD.

The geometry in XYZ format:
```
118
Properties=species:S:1:pos:R:3
In 0.51311 0.38087 -0.57004
C -0.16988 7.76324 6.15542
O -0.67640 7.54769 4.85976
C -0.45764 6.40455 4.18368
C -0.98009 6.44256 2.85259
C -0.67876 5.43883 1.99320
C 0.09272 4.27883 2.38501
C 0.48814 4.17476 3.74492
C 0.20466 5.21749 4.63465
C 0.49918 3.28332 1.38346
C 1.44173 2.22474 1.66612
C 2.67040 2.39708 2.38526
C 3.41733 1.20437 2.27117
C 2.64422 0.32386 1.44890
N 1.45237 0.90465 1.21165
C 3.22506 -0.88527 0.68129
C 2.23241 -1.92668 0.22264
C 2.58754 -3.23165 -0.20518
C 1.57346 -3.77056 -0.96044
C 0.53301 -2.78443 -1.00085
C -0.72628 -2.85436 -1.66148
C -1.53127 -4.04100 -1.58674
C -2.77397 -4.15660 -2.21500
C -3.49080 -5.36285 -2.24356
C -2.85905 -6.59542 -1.85496
O -3.21994 -7.89777 -2.10720
C -3.80037 -8.19244 -3.39978
C -1.71317 -6.45673 -0.99463
C -1.11799 -5.21803 -0.86577
C -1.05895 -1.65156 -2.45272
N -0.62971 -0.36280 -2.13161
C -1.04452 0.47734 -3.15791
C -1.04233 1.91562 -3.16207
C -1.14800 2.52963 -4.47893
C -0.32631 1.99641 -5.54190
C -0.31567 2.51876 -6.80893
C -1.24617 3.55126 -7.10796
O -1.55459 4.06442 -8.34596
C -0.89382 3.43100 -9.50467
C -1.93275 4.17702 -6.04563
C -1.84600 3.73707 -4.73038
C -0.61479 2.70719 -2.04936
C -0.32524 4.11677 -2.14307
C 0.05211 4.52058 -0.86844
C 0.09396 3.38439 -0.00670
N -0.29284 2.30371 -0.77569
C -1.78931 -0.30513 -4.14904
C -1.73824 -1.60194 -3.74703
N 0.98773 -1.63395 -0.22722
C 4.45153 -1.47760 1.47962
C 4.26637 -2.53926 2.36986
C 5.36477 -2.97569 3.08289
C 6.69518 -2.62539 2.66816
O 7.66614 -3.29785 3.29985
C 9.00329 -3.30423 2.72873
C 6.85040 -1.66055 1.65275
C 5.71098 -1.03522 1.13145
H -0.70682 8.69591 6.42298
H 0.90429 7.90854 6.16939
H -0.40671 6.91271 6.80683
H -1.48425 7.39543 2.56465
H -1.14686 5.41710 1.01305
H 1.04143 3.31354 4.09906
H 0.47526 5.07868 5.68177
H 2.91788 3.35708 2.85604
H 4.41467 1.06218 2.64133
H 3.58533 -3.64266 -0.06787
H 1.55875 -4.71417 -1.48525
H -3.25344 -3.23866 -2.56474
H -4.51599 -5.41217 -2.54679
H -4.42375 -9.06324 -3.30995
H -2.98640 -8.40870 -4.06830
H -4.41130 -7.34291 -3.77565
H -1.30261 -7.26643 -0.41446
H -0.29428 -5.02792 -0.18651
H 0.40186 1.22623 -5.23292
H 0.32148 2.07177 -7.54570
H -1.17668 4.01807 -10.37582
H -1.32320 2.43444 -9.58876
H 0.19440 3.35746 -9.35433
H -2.49172 5.06984 -6.36576
H -2.27835 4.25096 -3.93442
H -0.48594 4.72561 -3.04114
H 0.32082 5.54795 -0.60348
H -2.32188 -0.01605 -5.03754
H -2.13522 -2.45727 -4.28663
H 3.24343 -2.93173 2.61355
H 5.29622 -3.70479 3.90223
H 9.40594 -4.32435 3.02826
H 9.65473 -2.52423 3.14002
H 8.98004 -3.24807 1.66415
H 7.83966 -1.38553 1.37660
H 5.87035 -0.17504 0.40686
Br -0.62649 -3.55547 2.35022
O 2.66141 0.30020 -1.28296
O 3.67493 -0.37625 -0.53286
C -1.01438 -1.25865 5.29397
C -2.32750 -0.76552 4.59618
C -2.08616 -0.02782 3.25924
S -1.90408 -1.14680 1.78648
O -1.42692 -0.23129 0.65645
C -3.60540 -1.89339 1.32911
C -4.79992 -0.96165 1.18649
C -5.26927 -0.38863 2.55875
H -1.23825 -1.70782 6.25722
H -0.44847 -0.36291 5.58890
H -0.42475 -2.00237 4.71582
H -2.96237 -0.18562 5.24552
H -2.93058 -1.67154 4.37772
H -1.08415 0.38961 3.28476
H -2.79093 0.73789 2.88993
H -3.73502 -2.68761 2.08254
H -3.27539 -2.28333 0.33131
H -5.61792 -1.58418 0.79128
H -4.56436 -0.11729 0.48371
H -4.75051 -0.90845 3.37906
H -6.35306 -0.56192 2.68152
H -5.10456 0.71815 2.69670
```

Properties
frontier orbital gap (spin up / spin down)	3.373 / 3.311	eV
calculated total energy	-163143.97160	eV
strongest force on any atom	3.39	eV/A
charge	0

Atom charges from the Mulliken analysis, given in e for atoms 1 to 4: 2.769 -0.771 -0.390 0.915

Record 4
Below is a structure of composition C54H50N6Sb2Tc at a distorted geometry, with properties calculated with ωB97M-V/def2-TZVPD.

The geometry in XYZ format:
```
113
Properties=species:S:1:pos:R:3
Tc 1.11256 -0.68209 1.09221
C 2.91448 1.69190 4.08435
C 1.87647 2.08908 4.93137
C 0.58030 1.76221 4.60696
C 0.29833 1.03961 3.44562
N 1.32014 0.61144 2.66082
C 2.59812 0.95062 2.98722
N -1.02810 0.76184 3.19671
C -1.49273 -0.00473 2.29591
N -0.78843 -0.74245 1.32028
C -1.66681 -1.60153 0.63857
N -1.39846 -2.39065 -0.32135
C -0.18954 -2.48996 -0.96807
C -0.14006 -3.36099 -2.06149
C 0.99633 -3.46430 -2.82571
C 2.08951 -2.64265 -2.53009
C 2.00470 -1.82385 -1.45104
N 0.91924 -1.77959 -0.62438
C -3.00183 -1.37844 1.19924
C -4.20564 -1.98510 0.91469
C -5.32451 -1.53693 1.60845
C -5.23250 -0.51049 2.54688
C -4.01048 0.08467 2.84665
C -2.90472 -0.37219 2.16128
H 3.94488 1.94300 4.29231
H 2.09141 2.64427 5.83734
H -0.26302 2.04566 5.21918
H 3.37913 0.57415 2.33392
H -1.03454 -3.93574 -2.26165
H 1.04148 -4.15770 -3.65786
H 2.98406 -2.64725 -3.13840
H 2.82718 -1.16177 -1.20343
H -4.27045 -2.78097 0.18286
H -6.28737 -1.99589 1.42063
H -6.12717 -0.18146 3.06259
H -3.92008 0.86658 3.59261
C -0.70210 4.07794 -1.62818
C -0.19213 3.86587 -3.05523
C -0.82474 2.69392 -3.80082
Sb -0.36581 0.72205 -3.03029
C -2.39528 0.19015 -2.55904
C -2.95698 -1.00648 -3.00841
C -4.31616 -1.25403 -2.84230
C -5.12717 -0.31491 -2.21562
C -4.57108 0.85273 -1.71409
C -3.21195 1.09978 -1.87998
C -0.21829 -0.26227 -4.94357
C 1.01437 -0.80063 -5.30740
C 1.15638 -1.50034 -6.50279
C 0.06023 -1.67250 -7.33808
C -1.16861 -1.12045 -6.99357
C -1.30886 -0.40907 -5.80665
Sb 0.03166 2.65496 -0.18193
C -0.90029 3.63215 1.50258
C -0.17032 4.24427 2.51987
C -0.83030 4.88999 3.56547
C -2.21716 4.89409 3.62085
C -2.95134 4.26624 2.62122
C -2.29659 3.64514 1.56521
C 1.98583 3.50899 0.00544
C 2.14657 4.87731 0.23096
C 3.41804 5.41620 0.39231
C 4.53942 4.59611 0.31456
C 4.38980 3.23724 0.07679
C 3.11594 2.69907 -0.07053
H -1.79540 4.07666 -1.59892
H -0.36145 5.03831 -1.23969
H 0.89914 3.77957 -3.05553
H -0.42277 4.77461 -3.61987
H -0.47485 2.67055 -4.83378
H -1.91305 2.79509 -3.81272
H -2.34154 -1.74058 -3.51385
H -4.74530 -2.17686 -3.21958
H -6.19467 -0.48643 -2.13102
H -5.19761 1.58133 -1.21139
H -2.79728 2.02857 -1.49856
H 1.87632 -0.66364 -4.66145
H 2.12398 -1.90241 -6.78566
H 0.16707 -2.21886 -8.26715
H -2.02200 -1.24209 -7.65244
H -2.26916 0.02956 -5.56124
H 0.91315 4.24042 2.49986
H -0.25320 5.39376 4.33564
H -2.72604 5.39088 4.43915
H -4.03551 4.26941 2.65993
H -2.88541 3.16868 0.78299
H 1.28389 5.53047 0.29339
H 3.53209 6.47767 0.57856
H 5.52929 5.01999 0.43305
H 5.26515 2.60193 -0.00359
H 3.00725 1.63300 -0.26962
C 1.58004 -5.19624 0.51995
N 2.91363 -4.62842 0.39414
C 3.95610 -5.64013 0.30566
C 3.24137 -3.41114 1.11578
C 2.42297 -3.19375 2.36372
C 2.65786 -4.04661 3.44176
C 1.90321 -3.97791 4.59909
C 0.87153 -3.04437 4.68918
C 0.63699 -2.17739 3.64227
C 1.41326 -2.22575 2.47118
H 1.33521 -5.75751 -0.38446
H 0.83431 -4.41695 0.65161
H 1.49138 -5.88491 1.37478
H 3.74875 -6.30497 -0.53487
H 4.02676 -6.26785 1.20972
H 4.92503 -5.17000 0.13587
H 3.12241 -2.53472 0.46350
H 4.29730 -3.45961 1.37700
H 3.45622 -4.77734 3.35588
H 2.11148 -4.64655 5.42592
H 0.24809 -2.99182 5.57400
H -0.18099 -1.47756 3.74983
```

Properties
frontier orbital gap (spin up / spin down)	6.541 / 3.581	eV
calculated total energy	-81007.92250	eV
2S+1	4
strongest force on any atom	1.76	eV/A
charge	+2

Atom charges from the Mulliken analysis, given in e for atoms 1 to 4: -0.399 -0.909 -0.674 -0.964